# C18H25N3O3

C18H25N3O3 in the gas phase (ωB97M-V with the def2-TZVPD basis set, OMol25).

Its SMILES is CCN(CC)CCNC(=O)Cc1c(C(=O)O)n(C)c2ccccc12. The relative energy (zero: lowest compared OMol25 entry of this formula, charge and spin) comes out at 27.1 kcal/mol.

Geometry as ORCA input:
```
! wB97M-V def2-TZVPD RIJCOSX def2/J DEFGRID3
* xyz 0 1
C 1.22 1.03 -1.30
H 0.53 0.22 -1.07
H 1.47 0.98 -2.35
H 0.72 1.98 -1.10
C 2.49 0.92 -0.45
N 3.25 -0.27 -0.78
C 3.11 -1.38 0.14
H 3.19 -1.06 1.19
C 1.78 -2.13 -0.05
N 0.73 -1.58 0.78
C -0.38 -2.27 1.07
O -0.61 -3.39 0.67
C -1.36 -1.48 1.96
C -2.04 -0.46 1.12
C -1.72 0.88 0.95
N -2.64 1.48 0.10
C -3.54 0.53 -0.29
C -4.64 0.61 -1.14
C -5.37 -0.53 -1.36
C -5.03 -1.75 -0.76
C -3.95 -1.85 0.08
C -3.19 -0.70 0.33
H -3.68 -2.79 0.54
H -5.63 -2.62 -0.97
H -6.23 -0.49 -2.01
H -4.92 1.54 -1.62
C -2.62 2.84 -0.36
H -2.87 3.53 0.45
H -3.35 2.95 -1.16
H -1.64 3.10 -0.75
C -0.62 1.57 1.59
O 0.32 1.01 2.12
O -0.68 2.91 1.57
H 0.09 3.27 2.04
H -0.80 -1.00 2.76
H -2.09 -2.18 2.36
H 0.85 -0.66 1.18
H 1.90 -3.18 0.22
H 1.50 -2.08 -1.11
H 3.92 -2.08 -0.06
C 4.61 -0.02 -1.21
C 5.58 0.44 -0.11
H 6.56 0.63 -0.53
H 5.22 1.35 0.36
H 5.68 -0.33 0.66
H 4.99 -0.95 -1.66
H 4.58 0.73 -2.00
H 3.10 1.81 -0.66
H 2.23 0.94 0.61
*
```



# C11H44AsF6N22O11

A molecular structure, C11H44AsF6N22O11 in a non-equilibrium geometry (ωB97M-V with the def2-TZVPD basis set, OMol25).

The expectation value of S² is 0.7541. The relative energy (zero: lowest compared OMol25 entry of this formula, charge and spin) comes out at 0.0 kcal/mol.

Geometry as ORCA input:
```
! wB97M-V def2-TZVPD RIJCOSX def2/J DEFGRID3
* xyz 0 2
As 0.13 -0.41 0.23
F -1.15 -1.31 1.11
F -0.36 1.22 0.68
F 1.39 0.27 -0.93
F 0.65 -1.97 -0.48
F -1.08 -0.38 -1.15
F 1.25 -0.46 1.64
C -4.53 0.63 0.66
O -5.73 0.57 0.99
N -3.74 1.40 1.36
N -3.98 0.08 -0.40
H -4.16 1.98 2.07
H -2.87 0.95 1.60
H -4.63 -0.30 -1.08
H -3.05 -0.32 -0.39
C 1.72 -2.21 -3.55
O 2.67 -2.50 -2.81
N 1.88 -2.00 -4.83
N 0.45 -2.04 -3.24
H 1.08 -2.14 -5.43
H 2.76 -2.42 -5.12
H 0.17 -2.30 -2.30
H -0.27 -1.98 -3.94
C 1.89 5.41 -0.01
O 1.81 5.49 1.20
N 2.50 6.39 -0.59
N 1.40 4.40 -0.65
H 2.21 6.70 -1.51
H 2.95 7.03 0.04
H 0.81 3.87 -0.04
H 1.53 4.23 -1.64
C 1.49 2.23 -4.00
O 1.81 3.22 -3.40
N 1.26 2.09 -5.26
N 1.13 1.18 -3.30
H 1.28 2.93 -5.82
H 0.71 1.28 -5.54
H 0.56 0.50 -3.78
H 0.96 1.23 -2.30
C 4.27 1.28 0.80
O 5.16 0.66 1.33
N 3.19 1.69 1.36
N 4.28 1.55 -0.47
H 3.12 1.39 2.32
H 2.28 1.94 0.99
H 3.57 2.08 -0.95
H 5.14 1.18 -0.86
C -0.58 3.10 4.09
O 0.61 3.01 4.27
N -1.51 3.25 4.95
N -1.12 2.96 2.89
H -2.40 3.49 4.54
H -1.26 3.21 5.92
H -0.53 2.59 2.16
H -2.11 2.83 2.80
C 3.80 -2.37 0.47
O 4.26 -2.29 1.67
N 2.89 -3.24 0.13
N 3.91 -1.52 -0.47
H 2.33 -3.66 0.86
H 2.43 -2.99 -0.73
H 4.10 -0.63 -0.03
H 3.53 -1.63 -1.40
C -2.32 -4.07 -1.37
O -1.24 -4.64 -1.45
N -3.00 -3.78 -2.41
N -2.80 -3.63 -0.30
H -2.65 -4.27 -3.22
H -3.88 -3.30 -2.32
H -2.29 -3.49 0.56
H -3.81 -3.63 -0.21
C -2.73 -1.23 -4.78
O -1.65 -1.56 -5.21
N -3.79 -1.90 -5.20
N -3.03 -0.29 -3.88
H -4.68 -1.73 -4.76
H -3.66 -2.76 -5.72
H -4.01 -0.15 -3.74
H -2.34 -0.07 -3.18
C -2.87 -0.09 4.44
O -3.38 0.51 5.30
N -1.58 -0.43 4.33
N -3.56 -0.58 3.39
H -1.00 0.07 4.99
H -1.20 -1.32 4.02
H -4.57 -0.66 3.41
H -3.10 -0.83 2.53
C 2.36 -2.40 4.73
O 3.05 -3.07 3.94
N 2.48 -2.40 6.02
N 1.52 -1.55 4.28
H 1.86 -1.79 6.55
H 3.06 -3.16 6.33
H 1.63 -1.20 3.34
H 0.92 -1.03 4.90
*
```



# C4H27N2O8

8 unconnected molecules or ions with the total composition C4H27N2O8 in a non-equilibrium geometry (ωB97M-V with the def2-TZVPD basis set, OMol25).

The expectation value of S² is 0.7508. The relative energy (zero: lowest compared OMol25 entry of this formula, charge and spin) comes out at 31.5 kcal/mol.

Geometry as ORCA input:
```
! wB97M-V def2-TZVPD RIJCOSX def2/J DEFGRID3
* xyz 0 2
N 0.57 -0.80 -1.86
C 1.40 0.18 -0.88
C 2.89 -0.42 -0.76
O 2.69 -1.78 -0.97
C 1.37 1.73 -1.11
N 0.14 2.30 -0.63
C -0.90 2.46 -1.68
H -0.40 -0.87 -1.54
H 0.99 -1.73 -1.79
H 0.70 -0.36 -2.75
H 0.98 -0.14 0.06
H 3.33 -0.16 0.21
H 3.53 -0.25 -1.73
H 2.93 -2.28 -0.14
H 2.25 1.98 -0.43
H 1.83 2.05 -2.01
H 0.27 3.22 -0.10
H -1.35 1.47 -1.83
H -0.41 2.67 -2.68
H -1.66 3.22 -1.61
H -1.59 -1.62 1.22
H -2.91 -0.87 1.38
O -2.54 -1.84 1.34
H -2.30 0.94 1.63
H -1.04 1.71 1.38
O -1.44 1.14 2.05
H -0.43 -0.09 2.85
H -0.26 -1.40 3.69
O 0.17 -0.83 3.02
H -2.84 0.20 -0.69
H -4.12 0.76 0.07
O -3.18 0.71 0.04
H 0.41 -2.01 1.70
H 0.33 -3.25 0.71
O 0.45 -2.35 0.78
H 2.61 1.57 2.76
H 2.30 0.39 1.86
O 3.00 0.94 2.18
H -2.13 -2.69 -1.67
H -3.01 -2.01 -0.59
O -2.64 -1.90 -1.51
*
```



# C42H43N2O7PdSTe

A molecular structure, C42H43N2O7PdSTe in a non-equilibrium geometry (ωB97M-V with the def2-TZVPD basis set, OMol25).

The expectation value of S² is 3.7639. Its total energy is -3056.3884 Ha.

Geometry as ORCA input:
```
! wB97M-V def2-TZVPD RIJCOSX def2/J DEFGRID3
* xyz -2 4
Pd -7.89 -9.34 23.29
C -13.24 -3.97 27.86
C -12.51 -5.02 26.98
C -11.10 -5.06 26.81
C -10.56 -5.83 25.76
C -11.34 -6.71 25.05
C -12.74 -6.78 25.28
C -13.25 -5.96 26.23
S -10.55 -7.54 23.66
O -9.76 -6.54 22.99
O -11.66 -8.15 22.94
N -9.53 -8.70 24.39
C -10.26 -9.83 25.05
C -9.48 -11.19 24.76
O -9.83 -12.27 25.27
O -8.58 -11.15 23.78
H -14.12 -3.47 27.43
H -12.49 -3.17 28.02
H -13.48 -4.38 28.85
H -10.41 -4.42 27.28
H -9.49 -5.63 25.50
H -13.35 -7.36 24.55
H -14.31 -5.88 26.36
H -11.30 -9.83 24.69
H -10.33 -9.63 26.15
C -4.91 -16.76 19.71
C -5.82 -15.62 20.11
C -5.48 -14.83 21.19
C -6.23 -13.72 21.62
C -6.02 -13.15 23.03
C -7.25 -13.23 20.80
Te -8.10 -11.16 20.83
N -6.72 -10.20 21.98
C -5.44 -10.04 21.54
O -4.99 -10.72 20.60
C -4.59 -9.11 22.24
C -3.60 -8.55 21.47
C -2.54 -7.91 22.05
C -2.27 -8.04 23.41
C -3.27 -8.69 24.15
C -4.46 -9.07 23.63
C -8.00 -10.06 18.95
C -7.33 -10.63 17.84
C -7.33 -10.01 16.65
C -7.99 -8.77 16.45
C -8.57 -8.17 17.54
C -8.74 -8.85 18.75
C -9.61 -8.30 19.86
C -7.74 -14.17 19.81
C -8.92 -13.79 18.97
C -7.03 -15.34 19.46
H -5.08 -17.12 18.66
H -5.03 -17.62 20.38
H -3.89 -16.40 19.85
H -4.56 -15.07 21.72
H -5.48 -13.88 23.64
H -6.98 -12.90 23.43
H -5.36 -12.28 23.02
H -3.70 -8.67 20.40
H -1.84 -7.34 21.41
H -1.45 -7.58 23.87
H -3.09 -9.04 25.14
H -5.17 -9.59 24.30
H -6.71 -11.47 18.09
H -6.76 -10.44 15.83
H -7.94 -8.23 15.51
H -8.93 -7.14 17.47
H -10.47 -7.71 19.39
H -9.06 -7.56 20.47
H -10.03 -9.08 20.51
H -9.77 -13.49 19.59
H -9.24 -14.64 18.36
H -8.61 -12.99 18.33
H -7.54 -15.91 18.68
C -7.83 -1.33 20.71
C -7.30 -2.59 21.38
C -7.46 -2.81 22.71
C -7.02 -4.03 23.35
C -7.13 -4.19 24.86
C -6.80 -5.14 22.54
C -6.37 -4.86 21.21
C -5.78 -5.98 20.35
C -6.60 -3.62 20.65
C -6.73 -6.56 23.13
O -6.36 -6.77 24.29
O -7.07 -7.52 22.35
H -7.60 -1.41 19.65
H -7.25 -0.52 21.09
H -8.86 -1.18 20.91
H -8.05 -2.11 23.37
H -6.85 -3.22 25.27
H -6.39 -4.88 25.29
H -8.14 -4.48 25.20
H -5.96 -5.80 19.30
H -6.21 -6.92 20.72
H -4.69 -6.10 20.35
H -6.38 -3.55 19.62
*
```